Record 1
{
  "formula": "C26H25AsN2ORuS4Si",
  "method": "ωB97M-V/def2-TZVPD",
  "symbols": ["Ru", "C", "C", "O", "N", "C", "C", "C", "C", "C", "C", "N", "H", "H", "H", "H", "H", "H", "H", "H", "H", "H", "S", "As", "S", "S", "S", "C", "C", "C", "C", "C", "C", "Si", "C", "C", "C", "C", "C", "C", "C", "C", "C", "C", "C", "C", "H", "H", "H", "H", "H", "H", "H", "H", "H", "H", "H", "H", "H", "H", "H"],
  "xyz": [[0.22297, -1.38026, 0.20170], [-2.31926, 0.28299, -3.28760], [-2.08119, -0.42284, -1.98093], [-0.94467, -0.53810, -1.52466], [-3.16979, -0.88573, -1.34399], [-3.13568, -1.52461, -0.03154], [-2.64061, -2.95100, -0.07907], [-3.52131, -4.02028, -0.08131], [-3.01831, -5.31173, -0.13925], [-1.64903, -5.49275, -0.19779], [-0.83037, -4.37474, -0.19019], [-1.31632, -3.13477, -0.12783], [-1.36579, 0.42042, -3.79022], [-2.76309, 1.26103, -3.09332], [-2.99945, -0.28163, -3.92518], [-4.06317, -0.76042, -1.78790], [-4.14826, -1.49750, 0.36521], [-2.50279, -0.93399, 0.63464], [-4.58795, -3.84212, -0.02839], [-3.68910, -6.16093, -0.13408], [-1.20392, -6.47714, -0.23398], [0.24772, -4.48001, -0.21998], [0.48331, -3.16072, 2.90514], [2.62751, -3.49272, 1.55729], [2.20651, -2.26430, -0.36299], [-0.35710, -1.40365, 2.50915], [2.50300, -5.47179, 0.99423], [4.54780, 1.75992, 3.37051], [3.93916, 0.51312, 3.38906], [2.93682, 0.21974, 2.47449], [2.52324, 1.15777, 1.53119], [3.14885, 2.40684, 1.52512], [4.15107, 2.70720, 2.43583], [1.13445, 0.81855, 0.30365], [1.57569, 1.51146, -1.40111], [1.41433, 2.87681, -1.65569], [1.75453, 3.42583, -2.88527], [2.26081, 2.61401, -3.89021], [2.42724, 1.25588, -3.65735], [2.08896, 0.71411, -2.42509], [-0.39784, 1.78448, 0.89328], [-0.62891, 1.95424, 2.26171], [-1.80354, 2.52695, 2.72849], [-2.77960, 2.94569, 1.83369], [-2.56638, 2.79638, 0.46961], [-1.38939, 2.21968, 0.01016], [5.33316, 1.99225, 4.07880], [4.24476, -0.23424, 4.11058], [2.47102, -0.75901, 2.49980], [2.85705, 3.15412, 0.79503], [4.62596, 3.68036, 2.41401], [1.01009, 3.52473, -0.88511], [1.62393, 4.48725, -3.05744], [2.52779, 3.03828, -4.85020], [2.82490, 0.61576, -4.43542], [2.22481, -0.34775, -2.26070], [0.12475, 1.63551, 2.97519], [-1.95506, 2.64753, 3.79419], [-3.69630, 3.39333, 2.19632], [-3.31349, 3.14011, -0.23653], [-1.22453, 2.12240, -1.05780]],
  "forces_ev_per_angstrom": [[-0.1, -0.2, -0.2], [0.1, 0.0, 0.0], [-0.1, 0.0, 0.0], [0.1, 0.1, -0.1], [0.0, 0.0, 0.0], [0.1, 0.0, 0.0], [0.0, -0.1, 0.0], [0.0, 0.1, 0.0], [0.0, 0.0, 0.0], [0.0, 0.0, 0.0], [0.0, 0.0, 0.0], [0.1, 0.2, 0.1], [0.0, 0.0, 0.0], [0.0, 0.0, 0.0], [0.0, 0.0, 0.0], [0.0, 0.0, 0.0], [0.0, 0.0, 0.0], [0.0, 0.0, 0.0], [0.0, 0.0, 0.0], [0.0, 0.0, 0.0], [0.0, 0.0, 0.0], [0.0, 0.0, 0.0], [0.0, 0.1, 0.0], [0.0, 0.0, 0.0], [0.0, -0.1, 0.1], [0.1, -0.1, 0.0], [0.0, 0.0, 0.0], [0.0, 0.0, 0.0], [0.0, 0.0, 0.0], [0.0, 0.0, 0.0], [-0.1, 0.0, -0.2], [0.0, 0.0, 0.0], [0.0, 0.0, 0.0], [-0.1, 0.1, 0.1], [0.0, 0.0, 0.2], [0.0, 0.0, 0.0], [0.0, 0.0, 0.0], [0.0, 0.0, 0.0], [0.0, 0.0, 0.0], [0.0, 0.0, 0.0], [0.1, -0.2, 0.0], [0.0, 0.0, 0.0], [0.0, 0.0, 0.0], [0.0, 0.0, 0.0], [0.0, 0.0, 0.0], [0.0, 0.0, 0.0], [0.0, 0.0, 0.0], [0.0, 0.0, 0.0], [0.0, 0.0, 0.0], [0.0, 0.0, 0.0], [0.0, 0.0, 0.0], [0.0, 0.0, 0.0], [0.0, 0.0, 0.0], [0.0, 0.0, 0.0], [0.0, 0.0, 0.0], [0.0, 0.0, 0.0], [0.0, 0.0, 0.0], [0.0, 0.0, 0.0], [0.0, 0.0, 0.0], [0.0, 0.0, 0.0], [0.0, 0.0, 0.0]],
  "mulliken_spin": [2.502, 0.004, 0.004, 0.022, -0.005, 0.098, -0.046, -0.002, -0.001, 0.006, 0.004, 0.033, 0.000, 0.000, -0.001, 0.001, -0.001, -0.031, 0.000, 0.000, -0.002, -0.008, 0.394, 0.123, 0.387, 0.525, 0.098, 0.001, 0.004, 0.026, 0.013, 0.000, 0.000, -0.107, 0.009, -0.007, 0.000, 0.000, 0.003, 0.003, -0.027, 0.027, -0.003, 0.003, -0.001, 0.003, 0.000, 0.001, -0.041, 0.000, 0.000, -0.001, 0.000, 0.000, 0.000, -0.004, -0.003, 0.000, 0.000, 0.000, 0.000],
  "spin_multiplicity": 5,
  "e_lumo_ev": [0.001, -1.834]
}


Record 2
{
  "formula": "C2H7NO2S2",
  "method": "ωB97M-V/def2-TZVPD",
  "symbols": ["C", "S", "O", "S", "H", "H", "H", "H", "N", "C", "O", "H", "H", "H"],
  "xyz": [[-1.64263, -0.21566, 0.34690], [-1.12263, -0.10605, -1.24969], [-0.18855, -1.15924, -1.58961], [-0.78803, 1.53497, -2.64383], [-2.42652, 0.51621, 0.50074], [-0.85216, -0.11057, 1.07277], [-2.30847, -0.43764, -1.90202], [0.35901, 1.91419, -2.11157], [1.64644, -0.76807, 0.44124], [1.63017, 0.56132, 0.44520], [0.90249, 1.23572, -0.25597], [2.23426, -1.30955, 1.05385], [1.04926, -1.23888, -0.23728], [2.32356, 1.01805, 1.16768]],
  "forces_ev_per_angstrom": [[0.1, 0.8, -1.0], [-2.2, -1.0, 0.1], [1.0, -0.3, -0.4], [-0.6, -0.4, 0.1], [-0.4, 0.0, 0.1], [0.2, 0.0, 0.0], [0.6, 0.7, 0.5], [0.4, 0.1, 0.2], [0.1, -0.7, 0.0], [0.6, 0.0, 0.6], [0.1, 0.5, -0.1], [0.0, 0.3, -0.1], [0.1, -0.1, 0.1], [0.0, 0.1, 0.0]],
  "lowdin_charge": [-0.266, 0.483, -0.493, 0.504, 0.010, -0.009, 0.046, -0.207, 0.146, -0.403, -0.122, 0.111, 0.064, 0.135],
  "relative_energy_kj_mol": 377.90,
  "e_lumo_ev": -0.051,
  "smiles": "C=[S@H](=O)S.NC=O"
}